(1)
16
Properties=species:S:1:pos:R:3:forces:R:3:nbo_charge:R:1 method="wB97M-V/def2-TZVPD" e_above_lowest_kj_mol=146.2 gap_ev=8.37 e_homo_ev=-4.2 e_lumo_ev=4.162 charge=-1 total_energy_ev=-10436.9501
C 0.01249 3.13788 1.42191 5.0 -2.5 3.2 -0.709
C 0.01369 1.65633 1.02175 2.0 -1.0 -1.3 0.753
O -0.76496 1.28368 0.11037 -0.7 0.4 0.2 -0.800
O 0.96153 0.93515 1.46410 -1.0 0.9 0.4 -0.798
H -0.20837 3.14789 2.49363 -0.1 0.3 0.0 0.198
H -0.59644 3.74511 0.94059 -2.9 2.6 -2.5 0.188
H 1.13300 3.50006 1.36445 -2.2 -0.6 0.0 0.200
C -0.55231 -1.71737 -1.23406 1.1 0.9 -2.9 -0.060
C 0.32025 -2.78717 -0.57756 -0.7 -1.5 -1.0 -0.643
O 0.22834 -0.55888 -1.69006 0.2 -0.1 1.0 -0.798
H -1.02719 -2.01689 -2.18959 0.5 -0.5 0.2 0.142
H -1.40789 -1.42646 -0.71622 -1.0 0.7 1.8 0.178
H -0.30130 -3.66104 -0.06168 1.3 2.1 -0.7 0.185
H 0.31580 0.22138 -1.03286 -1.1 -1.9 -0.5 0.528
H 0.90842 -2.13705 0.06793 0.4 -0.9 0.6 0.248
H 0.96495 -3.32261 -1.38269 -0.8 1.1 1.4 0.189


(2)
107
Properties=species:S:1:pos:R:3:forces:R:3:lowdin_charge:R:1 method="wB97M-V/def2-TZVPD" e_above_lowest_kj_mol=13.1 gap_ev=6.46 e_homo_ev=-4.3 e_lumo_ev=2.199 charge=-1 total_energy_ev=-223859.0568
Ba -1.86705 -1.06972 -0.77476 -0.5 -0.3 0.2 1.549
C -4.41522 -2.47831 0.02900 -0.1 -0.2 0.1 -0.355
C -3.67984 -3.50233 -0.62378 0.2 0.2 -0.1 -0.340
C -2.58934 -3.84807 0.20001 0.1 0.2 -0.2 -0.342
C -2.64632 -3.03684 1.35801 -0.1 -0.2 0.1 -0.362
C -3.80613 -2.23647 1.28007 0.1 0.3 -0.2 -0.342
C -4.32107 -1.29487 2.32893 0.0 0.1 0.0 -0.054
C -1.74141 -3.20134 2.54216 -0.1 -0.1 0.2 -0.066
C -1.52418 -4.87071 -0.07354 0.1 -0.1 0.0 -0.051
C -4.01390 -4.10899 -1.95569 -0.1 0.0 -0.1 -0.054
C -5.68773 -1.85863 -0.46964 -0.1 0.1 0.0 -0.054
H -4.27402 -0.24637 2.01605 0.0 0.0 0.0 0.047
H -3.75729 -1.38819 3.25826 0.0 0.0 0.0 0.062
H -5.36974 -1.49804 2.56895 0.0 0.0 0.0 0.071
H -1.68520 -2.30541 3.16249 0.0 0.1 0.0 0.066
H -0.72397 -3.45785 2.24323 0.0 0.0 0.0 0.051
H -2.08214 -4.01453 3.19454 0.0 0.0 0.0 0.080
H -0.54815 -4.42202 -0.28969 0.0 0.0 0.0 0.067
H -1.77531 -5.49631 -0.93063 0.0 0.0 0.0 0.060
H -1.38478 -5.54305 0.77893 0.0 0.0 0.0 0.073
H -3.81295 -3.45351 -2.81297 0.0 0.0 0.0 0.060
H -5.07096 -4.38491 -2.01866 0.0 0.0 0.0 0.069
H -3.43622 -5.01683 -2.13310 0.0 0.0 0.0 0.061
H -5.55811 -0.88712 -0.96551 0.0 0.0 0.0 0.041
H -6.38836 -1.68627 0.35131 0.0 0.0 0.0 0.070
H -6.18576 -2.51254 -1.18971 0.0 0.0 0.0 0.065
C -3.49778 -0.42059 -4.24419 0.0 0.0 0.1 -0.045
C -2.11951 -0.89119 -4.61110 -0.1 0.0 0.1 -0.323
C -1.69464 -0.86485 -5.95628 0.1 0.0 0.0 -0.017
C -0.43243 -1.27326 -6.27725 -0.1 0.0 0.1 -0.031
C 0.44179 -1.70903 -5.25740 0.0 0.0 -0.1 -0.199
C 1.76643 -2.16833 -5.47044 0.0 0.0 0.1 -0.643
Br 2.50088 -2.20789 -7.22569 0.0 0.0 0.0 0.718
C 2.53484 -2.58594 -4.42151 0.1 0.0 -0.1 -0.195
C 2.04651 -2.55026 -3.11245 -0.2 0.2 0.0 -0.614
Br 3.16857 -3.09803 -1.68938 0.0 0.0 0.0 0.776
C 0.76992 -2.07519 -2.79456 -0.1 0.0 -0.1 -0.475
O 0.30715 -1.95914 -1.61643 0.3 -0.2 0.1 -0.365
C -0.05657 -1.68576 -3.93736 0.2 -0.1 0.1 -0.137
N -1.32525 -1.29884 -3.64331 0.0 0.2 -0.1 0.077
H -4.15318 -0.39214 -5.11366 0.0 0.0 0.0 0.077
H -3.45396 0.57845 -3.80404 0.0 0.0 0.0 0.031
H -3.95069 -1.06979 -3.49151 0.0 0.0 0.0 0.061
H -2.38451 -0.52647 -6.71807 0.0 0.0 0.0 0.108
H -0.08988 -1.27087 -7.30334 0.0 0.0 0.0 0.073
H 3.54247 -2.94121 -4.59481 0.0 0.0 0.0 0.089
Te -3.72997 1.84921 -0.79856 -0.1 0.1 0.0 0.552
C -2.50600 3.57151 -0.72320 0.0 0.0 0.0 -0.729
C -2.01103 4.17529 -1.88038 -0.1 0.0 -0.1 -0.185
C -1.23877 5.32608 -1.81899 -0.1 0.1 0.0 -0.140
C -0.92542 5.90243 -0.59530 0.0 0.0 0.0 -0.113
C -1.40825 5.31360 0.56599 0.0 0.0 0.1 -0.118
C -2.19032 4.16866 0.49912 -0.1 0.0 0.1 -0.205
H -2.23083 3.72889 -2.84255 0.0 0.0 0.0 0.090
H -0.87625 5.77063 -2.73891 0.0 0.0 0.0 0.097
H -0.32341 6.80080 -0.54556 0.0 0.0 0.0 0.093
H -1.17614 5.74651 1.53299 0.0 0.0 0.0 0.099
H -2.57054 3.72631 1.41226 0.0 0.0 0.0 0.084
C 0.32976 2.12921 1.92904 -0.1 -0.1 0.1 -0.497
P 0.58749 0.76095 0.70626 -0.1 -0.1 0.0 1.003
C 1.26391 1.54469 -0.79842 0.0 -0.1 -0.1 -0.371
C 0.83534 2.79594 -1.23754 0.0 0.0 0.0 -0.099
C 1.25140 3.29201 -2.46460 0.1 0.0 0.0 -0.072
C 2.07959 2.53870 -3.28320 0.0 0.0 0.0 -0.082
C 2.48094 1.27605 -2.87049 0.0 0.0 0.0 -0.067
C 2.07423 0.78257 -1.64106 0.1 0.0 -0.1 -0.099
C 1.94397 -0.32880 1.26052 0.1 0.1 0.0 -0.368
C 1.57055 -1.55776 1.79289 -0.1 0.0 0.0 -0.105
C 2.52515 -2.47719 2.20550 -0.1 0.0 0.0 -0.087
C 3.87041 -2.17995 2.06883 0.0 0.0 0.0 -0.097
C 4.25741 -0.96582 1.51249 0.0 -0.1 0.0 -0.080
C 3.30392 -0.04752 1.11050 0.0 -0.1 0.0 -0.110
P 1.43882 2.80194 3.25612 0.0 0.2 0.0 1.041
C 1.27554 1.52990 4.56669 0.1 -0.1 0.0 -0.383
C 0.27280 1.78747 5.50290 0.0 0.0 0.0 -0.124
C -0.01106 0.88681 6.51775 0.0 0.0 0.0 -0.093
C 0.73156 -0.27861 6.63276 0.0 0.0 0.0 -0.093
C 1.74559 -0.53777 5.72263 0.0 -0.1 0.0 -0.079
C 2.00967 0.35167 4.69246 0.0 0.0 -0.1 -0.094
C 3.11845 2.63855 2.57452 0.1 0.0 0.0 -0.398
C 4.23535 2.28224 3.32858 0.0 0.0 0.0 -0.104
C 5.49417 2.24090 2.74726 0.0 0.0 0.0 -0.090
C 5.66229 2.56210 1.40812 0.0 0.0 0.0 -0.094
C 4.56282 2.95872 0.65863 0.1 0.3 0.1 -0.092
C 3.30859 3.00980 1.24333 0.0 0.4 0.1 -0.131
H -0.55868 1.82749 2.49621 0.0 0.0 0.0 0.039
H -0.03245 2.97336 1.33742 0.1 0.0 0.0 -0.002
H 0.15063 3.39266 -0.64649 0.1 0.0 0.0 0.069
H 0.90297 4.26571 -2.78456 0.1 -0.1 0.0 0.087
H 2.39483 2.92417 -4.24445 0.0 0.0 0.0 0.098
H 3.09902 0.65693 -3.50887 0.0 0.0 0.0 0.106
H 2.38121 -0.21067 -1.34715 0.0 -0.1 0.0 0.071
H 0.51933 -1.80310 1.87933 0.0 0.0 0.0 0.072
H 2.21310 -3.42691 2.61805 0.0 -0.1 0.0 0.105
H 4.62017 -2.89853 2.37501 0.0 0.0 0.0 0.100
H 5.30741 -0.73465 1.38551 0.0 0.0 0.0 0.104
H 3.61981 0.88706 0.66666 -0.1 -0.4 0.0 0.073
H -0.29494 2.70832 5.43030 0.0 0.0 0.0 0.091
H -0.80600 1.10070 7.22068 0.0 0.0 0.0 0.099
H 0.51915 -0.98365 7.42637 0.0 0.0 0.0 0.099
H 2.32135 -1.45167 5.79523 0.0 0.0 0.0 0.103
H 2.78078 0.11063 3.97551 0.1 0.0 -0.1 0.086
H 4.12724 2.02039 4.37217 0.0 0.0 0.0 0.100
H 6.34762 1.94460 3.34474 0.0 0.0 0.0 0.102
H 6.64320 2.51079 0.95359 0.0 0.0 0.0 0.100
H 4.67329 3.22008 -0.38626 0.0 0.0 0.0 0.112
H 2.46421 3.31915 0.64015 0.0 0.0 0.0 0.090


(3)
8
Properties=species:S:1:pos:R:3:forces:R:3:nbo_charge:R:1 method="wB97M-V/def2-TZVPD" e_above_lowest_kj_mol=192.5 gap_ev=4.76 e_homo_ev=2.3 e_lumo_ev=7.065 charge=-2 total_energy_ev=-18999.3756
N 1.78993 0.92538 -0.53150 -0.1 0.7 -0.7 -0.899
O -2.31162 0.50355 -0.95676 0.7 -0.5 0.4 -1.155
O -1.97937 0.12367 1.52704 0.7 -0.3 -0.1 -1.154
O -1.02981 -1.61215 -0.19220 0.3 0.5 0.3 -1.146
O 1.92099 -0.46871 0.03815 2.9 1.4 1.0 -0.744
P -1.62900 -0.28336 0.13139 -1.9 0.4 -0.7 2.427
H 2.13743 1.62652 0.16551 -0.2 -1.2 0.3 0.216
H 1.10146 -0.81490 -0.18162 -2.4 -1.0 -0.5 0.455


(4)
11
Properties=species:S:1:pos:R:3:forces:R:3:nbo_charge:R:1 method="wB97M-V/def2-TZVPD" e_above_lowest_kj_mol=119.3 gap_ev=11.36 e_homo_ev=-10.6 smiles="O=CO.CO" e_lumo_ev=0.742 total_energy_ev=-8313.2714
C 0.93333 -1.62249 0.94570 -0.6 -0.2 -0.6 -0.254
O -0.31879 -0.97591 0.65137 -0.1 -0.7 0.4 -0.736
H 0.88131 -2.70957 1.07675 -0.5 0.0 -0.2 0.163
H 1.34512 -1.25559 1.88067 0.5 0.5 -0.2 0.171
H 1.49177 -1.45514 0.02476 0.6 0.2 0.6 0.192
H -0.98272 -1.33403 1.25037 0.0 0.1 0.0 0.465
O -1.12994 2.68197 -0.19968 0.0 0.0 -0.1 -0.585
C -0.52186 2.26057 -1.14383 -0.2 0.2 0.3 0.647
O -0.58649 1.01580 -1.60701 0.0 0.0 -0.5 -0.675
H 0.15638 2.86455 -1.75927 0.1 -0.1 0.0 0.108
H -1.26812 0.52984 -1.11981 0.2 -0.1 0.3 0.504


(5)
69
Properties=species:S:1:pos:R:3:forces:R:3:lowdin_spin:R:1 method="wB97M-V/def2-TZVPD" e_above_lowest_kj_mol=0.0 gap_ev="6.42 / 6.40" e_homo_ev="-4.9 / -4.8" e_lumo_ev="1.560 / 1.560" charge=-1 total_energy_ev=-105700.0155 multiplicity=3
Ni 2.25602 0.45455 -2.23031 0.0 0.1 0.0 1.734
N 4.11015 3.24751 -2.81676 0.0 -0.1 -0.1 -0.001
C 4.77935 2.11646 -2.39170 0.0 0.1 0.0 0.002
N 6.07389 2.10542 -2.11757 0.0 0.0 0.1 0.001
N 6.31637 0.83551 -1.73165 0.0 0.0 -0.1 0.001
N 5.24008 0.13119 -1.78141 0.0 0.0 0.1 0.003
N 4.22326 0.92246 -2.20573 0.0 0.0 0.0 0.044
C 2.73893 3.39570 -2.81327 0.1 0.0 0.0 0.002
N 2.13016 4.55123 -3.03420 0.0 0.0 0.0 0.001
N 0.81879 4.25442 -2.93358 0.0 0.0 0.0 0.001
N 0.65484 3.00566 -2.67100 0.0 0.0 0.0 0.002
N 1.87315 2.41484 -2.58746 0.0 0.0 0.0 0.046
H 4.65423 4.08807 -2.89117 0.0 0.0 0.0 0.000
C -7.97714 1.83309 6.79531 0.0 0.0 0.0 0.000
O -6.58945 1.95863 7.03655 0.0 0.0 0.0 0.000
C -5.74668 1.72412 5.99541 0.0 0.0 0.0 0.000
C -4.38609 1.86581 6.26965 0.0 0.0 0.0 0.000
C -3.45367 1.65423 5.27946 0.0 0.0 0.0 0.000
C -3.85107 1.29284 3.98860 0.0 0.0 0.0 0.000
C -5.20570 1.14719 3.73063 0.0 0.0 0.0 0.000
C -6.15879 1.36187 4.71994 0.0 0.0 0.0 0.000
C -2.82452 1.08278 2.96260 0.0 0.0 0.0 0.000
N -1.53469 1.04474 3.19008 0.0 0.0 0.0 0.000
C -0.95559 0.84391 1.96032 0.0 0.0 0.0 0.000
C -1.91284 0.75584 0.97923 0.0 0.0 0.0 0.000
N -3.11210 0.90873 1.63499 0.0 0.0 0.0 0.000
C -1.61642 0.54554 -0.40381 0.0 0.0 0.0 0.001
C -2.54694 0.44739 -1.44642 0.0 0.0 0.0 -0.002
C -2.10017 0.25053 -2.72902 0.0 0.0 0.0 0.001
C -0.72490 0.14090 -2.95941 0.0 0.0 0.0 0.002
N 0.15591 0.21325 -1.98599 0.0 0.0 0.0 0.035
C -0.25803 0.43388 -0.72950 0.0 0.0 0.0 0.002
C 0.77362 0.57047 0.29107 0.0 0.0 0.0 0.003
N 2.04976 0.52784 -0.13127 0.0 0.0 0.0 0.037
C 3.02753 0.62490 0.74541 0.0 0.0 0.0 0.002
C 2.78109 0.78326 2.11615 0.0 0.0 0.0 0.001
C 1.48582 0.85766 2.56290 0.0 0.0 0.0 -0.002
C 0.44048 0.75259 1.63605 0.0 0.0 0.0 0.001
H -8.46941 2.06260 7.73603 0.0 0.0 0.0 0.000
H -8.23763 0.81628 6.49017 0.0 0.0 0.0 0.000
H -8.31311 2.53794 6.03035 0.0 0.0 0.0 0.000
H -4.08592 2.14765 7.27008 0.0 0.0 0.0 0.000
H -2.39737 1.76528 5.48270 0.0 0.0 0.0 0.000
H -5.55284 0.84793 2.74862 0.0 0.0 0.0 0.000
H -7.20481 1.23820 4.48245 0.0 0.0 0.0 0.000
H -4.02081 0.96036 1.21264 0.0 0.0 0.0 0.000
H -3.60797 0.53782 -1.24425 0.0 0.0 0.0 0.000
H -2.78922 0.19198 -3.55960 0.0 0.0 0.0 0.000
H -0.31711 0.00642 -3.95391 0.0 0.0 0.0 0.000
H 4.03357 0.57539 0.34485 0.0 0.0 0.0 0.000
H 3.61604 0.85620 2.79877 0.0 0.0 0.0 0.000
H 1.24949 0.99749 3.60974 0.0 0.0 0.0 0.000
F 1.63902 -5.92673 -1.08502 0.0 0.0 0.0 0.000
C 2.40734 -5.54044 -2.11717 0.0 0.0 0.0 0.000
C 2.14578 -4.41355 -2.78594 0.0 0.0 0.1 0.000
N 2.91068 -3.98828 -3.84483 0.0 0.0 0.0 0.001
C 2.55969 -2.76217 -4.55031 0.0 0.0 0.0 0.002
C 2.41495 -1.54451 -3.64639 0.0 0.0 -0.1 0.003
O 2.15230 -0.45720 -4.21301 0.0 0.0 0.0 0.034
O 2.52585 -1.66617 -2.40409 0.0 0.0 0.0 0.036
C 4.00124 -4.71533 -4.27639 0.0 0.1 0.1 0.000
O 4.69196 -4.40915 -5.22403 0.0 0.0 0.0 0.000
N 4.25644 -5.85383 -3.53042 0.0 -0.1 0.0 0.000
C 3.53934 -6.38061 -2.46088 0.1 0.1 0.1 0.000
O 3.87367 -7.40974 -1.91456 0.0 0.0 0.0 0.000
H 1.32544 -3.77472 -2.49675 0.0 0.0 0.0 0.000
H 1.62132 -2.89526 -5.09399 0.0 0.0 0.0 0.000
H 3.33817 -2.56794 -5.28223 0.0 0.0 0.0 0.000
H 5.06527 -6.38091 -3.82574 0.0 0.0 0.0 0.000